No. 1
# C28H28N2O6

A 5-piece molecular cluster, C28H28N2O6 overall in a non-equilibrium geometry (ωB97M-V/def2-TZVPD, the Open Molecules 2025 dataset).

CARTESIAN COORDINATES (ANGSTROEM)
O -0.9834 -1.7910 -1.0270
C 0.3492 -1.7663 -0.6284
C 1.3579 -0.9026 -1.2921
C 2.7524 -1.2592 -0.8532
C 3.0947 -2.1082 0.1648
O 4.3519 -2.0950 0.6325
C 2.0681 -2.9182 0.6070
C 0.7121 -2.7052 0.2673
H -1.1994 -1.2837 -1.8962
H 1.1093 -0.1982 -1.9558
H 3.6667 -0.6869 -1.2010
H 4.4546 -2.7788 1.2980
H 2.4159 -3.4917 1.3946
H 0.2339 -3.5255 0.7103
O -1.6318 -0.0354 1.3689
C -1.7854 1.2971 0.9205
C -2.4859 2.2515 1.7310
C -2.7406 3.6181 0.9964
C -2.2594 3.8659 -0.2558
O -2.4374 5.0870 -0.8121
C -1.5363 2.8885 -1.0758
C -1.3052 1.5731 -0.3727
H -0.9878 -0.5092 0.7417
H -2.8373 2.2257 2.8238
H -3.4099 4.0990 1.4999
H -2.9564 5.5973 -0.2260
H -1.2967 3.1981 -2.0997
H -0.7546 0.8916 -0.9126
O 3.2950 -0.3416 5.0254
C 4.6086 -0.4943 4.4713
C 5.3503 -1.4115 5.1963
C 6.7073 -1.8344 4.6626
C 7.0265 -1.2862 3.4262
O 8.1146 -1.7798 2.8685
C 6.1596 -0.5309 2.6838
C 4.9758 -0.0237 3.1831
H 2.7089 -0.1744 4.5322
H 5.1542 -1.9326 6.1269
H 7.4833 -2.3725 5.2326
H 8.7414 -1.1664 2.8665
H 6.1824 -0.1537 1.6162
H 4.4575 0.8506 2.8527
C -0.0932 1.1719 -5.1606
C -1.1760 1.8065 -4.5543
C -2.0495 1.0406 -3.8218
N -1.9065 -0.1409 -3.4679
C -0.8753 -0.8126 -3.9739
C 0.0792 -0.2025 -4.7569
H 0.6344 1.6057 -5.9894
H -1.4659 2.7195 -4.8799
H -2.9587 1.5171 -3.4220
H -0.9304 -1.8853 -3.8627
H 0.5463 -0.8466 -5.5197
C -6.5137 -0.0742 0.7227
C -7.2847 -0.3346 -0.4010
C -6.8540 -0.4682 -1.7545
N -5.5324 -0.0971 -2.1379
C -4.7163 -0.0111 -1.0895
C -5.1103 0.0749 0.2077
H -6.8167 -0.1443 1.7859
H -8.3899 -0.5650 -0.2538
H -7.4770 -0.3238 -2.5506
H -3.6937 -0.2322 -1.4407
H -4.3399 0.3159 1.0283

Its SMILES is Oc1ccc(O)cc1.Oc1ccc(O)cc1.Oc1ccc(O)cc1.c1ccncc1.c1ccncc1. The HOMO-LUMO gap comes out at 8.518 eV. The energy above the lowest of the compared OMol25 structures with the same formula, charge and spin comes out at 242.01 kcal/mol. The strongest force on any atom comes out at 18.53 eV/A. As for the total energy: -44745.1273 eV. For the LUMO energy, the calculation gives 0.0160 hartree.

Löwdin atomic charge list, values in e, 5 entries:
1 O -0.028
2 C -0.326
3 C 0.076
4 C 0.013
5 C -0.386

No. 2
# C4H8O2

A single C4H8O2 molecule (ωB97M-V/def2-TZVPD, the Open Molecules 2025 dataset).

CARTESIAN COORDINATES (ANGSTROEM)
C 0.6956 1.2985 1.7698
C 0.2696 1.1956 0.3221
O 0.0682 -0.1955 0.0264
C -0.2336 -0.4651 -1.2550
C -0.5277 -1.9272 -1.4725
O -0.2603 0.3736 -2.1258
H -0.0194 0.7841 2.4183
H 1.6838 0.8534 1.9183
H 0.7361 2.3496 2.0710
H -0.6713 1.7230 0.1343
H 1.0183 1.6043 -0.3626
H 0.3690 -2.4284 -1.8520
H -1.3053 -2.0113 -2.2340
H -0.8429 -2.4216 -0.5525

Its SMILES is CCOC(C)=O. The HOMO-LUMO gap comes out at 11.357 eV. The energy above the lowest of the compared OMol25 structures with the same formula, charge and spin comes out at 5.62 kcal/mol. The strongest force on any atom comes out at 0.49 eV/A. As for the total energy: -8373.0382 eV. For the LUMO energy, the calculation gives 0.0360 hartree.

Löwdin atomic charge list, values in e, 5 entries:
1 C -0.072
2 C -0.231
3 O -0.017
4 C -0.543
5 C 0.017

No. 3
# C34H34GeN2OPd

C34H34GeN2OPd as an isolated structure (ωB97M-V/def2-TZVPD, the Open Molecules 2025 dataset).

CARTESIAN COORDINATES (ANGSTROEM)
Pd 0.8662 1.1899 0.5682
O 2.4126 3.0029 1.4539
C 1.8702 4.2529 1.0973
C 0.4339 4.2197 0.6443
C -0.1820 5.4061 0.2602
C -1.5076 5.3905 -0.1172
C -2.2011 4.1896 -0.0719
C -1.5231 3.0581 0.3276
N -0.2190 3.0607 0.6654
H 2.8004 2.5720 0.6423
H 2.4785 4.7275 0.3205
H 1.9050 4.9109 1.9693
H 0.3907 6.3254 0.2502
H -1.9971 6.3009 -0.4388
H -3.2433 4.1214 -0.3497
H -2.0296 2.1039 0.3849
C 5.0426 1.3455 0.3790
N 3.9174 1.6270 -0.5164
C 4.2942 2.6570 -1.4755
C 3.5302 0.4034 -1.2290
C 3.0491 -0.7012 -0.3256
C 3.6993 -1.9306 -0.3971
C 3.3094 -2.9997 0.3972
C 2.2709 -2.8332 1.2926
C 1.5994 -1.6150 1.3576
C 1.9523 -0.5362 0.5444
H 5.9075 0.9492 -0.1740
H 4.7437 0.6149 1.1284
H 5.3419 2.2622 0.8857
H 5.1072 2.3253 -2.1381
H 4.6328 3.5477 -0.9405
H 3.4324 2.9196 -2.0909
H 4.4132 0.0544 -1.7886
H 2.7491 0.6529 -1.9532
H 4.5353 -2.0514 -1.0790
H 3.8218 -3.9509 0.3184
H 1.9628 -3.6541 1.9303
H 0.7805 -1.5088 2.0543
C -0.1610 0.2445 -0.6218
Ge -1.4996 -1.1302 -0.1525
C -1.9853 -1.5748 1.6901
C -2.6579 -0.6464 2.4876
C -2.9501 -0.9211 3.8170
C -2.5716 -2.1340 4.3730
C -1.8971 -3.0664 3.5984
C -1.6055 -2.7874 2.2694
C -3.0750 -0.3049 -0.9816
C -2.9233 0.3771 -2.1941
C -4.0076 1.0008 -2.7992
C -5.2606 0.9537 -2.2038
C -5.4294 0.2709 -1.0080
C -4.3454 -0.3549 -0.4054
C -0.9475 -2.7533 -1.0746
C -1.6974 -3.9247 -0.9638
C -1.2993 -5.0875 -1.6097
C -0.1424 -5.0920 -2.3762
C 0.6106 -3.9331 -2.4973
C 0.2090 -2.7706 -1.8537
H -2.9518 0.3128 2.0715
H -3.4706 -0.1870 4.4200
H -2.7988 -2.3504 5.4094
H -1.5932 -4.0119 4.0308
H -1.0724 -3.5221 1.6756
H -1.9443 0.4284 -2.6556
H -3.8736 1.5213 -3.7397
H -6.1058 1.4402 -2.6749
H -6.4079 0.2193 -0.5461
H -4.4975 -0.8968 0.5219
H -2.6012 -3.9351 -0.3629
H -1.8920 -5.9891 -1.5144
H 0.1718 -5.9989 -2.8782
H 1.5174 -3.9335 -3.0899
H 0.8083 -1.8732 -1.9481

The HOMO-LUMO gap (alpha / beta) comes out at 6.997 / 6.994 eV. The energy above the lowest of the compared OMol25 structures with the same formula, charge and spin comes out at 52.60 kcal/mol. The strongest force on any atom comes out at 0.51 eV/A. As for the total energy: -100829.0708 eV. For the LUMO energy (alpha / beta), the calculation gives 0.0051 / 0.0050 hartree.

Löwdin atomic charge list, values in e, 5 entries:
1 Pd 0.782
2 O -0.125
3 C -0.198
4 C -0.245
5 C -0.020

No. 4
# C4H7N3O

C4H7N3O as an isolated structure in a non-equilibrium geometry (ωB97M-V/def2-TZVPD, the Open Molecules 2025 dataset).

CARTESIAN COORDINATES (ANGSTROEM)
C 1.0017 -0.3379 -1.8920
C 0.3549 -0.2818 -0.7006
C -1.4023 0.6945 0.5180
C 0.3612 -0.8936 0.5143
H 0.8408 -1.5616 -2.5472
H 2.4263 -0.1856 -1.7098
H 0.6261 0.8246 -2.4319
H -0.3724 1.7717 -1.0075
H -2.3110 1.8884 2.0458
H -0.6640 -0.2205 2.2660
H 1.2631 -2.2312 2.4328
N -0.7453 0.5729 -0.6908
N -2.2189 1.7414 0.9337
N -0.7743 -0.3519 1.3151
O 1.6141 -1.4293 0.9538

The HOMO-LUMO gap comes out at 5.563 eV. The energy above the lowest of the compared OMol25 structures with the same formula, charge and spin comes out at 246.66 kcal/mol. The strongest force on any atom comes out at 8.34 eV/A. As for the total energy: -10769.0511 eV. For the LUMO energy, the calculation gives -0.0748 hartree.

Löwdin atomic charge list, values in e, 5 entries:
1 C -0.110
2 C -0.498
3 C -0.425
4 C -0.286
5 H 0.185

No. 5
# C5H6ClNS

C5H6ClNS as an isolated structure in a non-equilibrium geometry (ωB97M-V/def2-TZVPD, the Open Molecules 2025 dataset).

CARTESIAN COORDINATES (ANGSTROEM)
C -1.1852 -0.9170 -0.0834
C -0.8811 -0.0539 1.1795
C 0.2636 -0.6222 -0.4941
C 0.2149 0.9252 -0.5066
C -0.5134 1.2513 0.5478
H -1.0974 -2.8183 0.3893
H -2.1239 -2.6217 -0.9309
H -1.8265 -0.3221 -0.6245
H -1.6461 -0.1691 2.0145
H 0.7215 -1.2246 -1.3281
H -0.8744 2.2074 1.0520
N -1.7835 -2.2545 -0.0349
S 0.7507 -0.8854 1.3524
Cl 1.1723 1.8468 -1.5191

The HOMO-LUMO gap comes out at 8.955 eV. The energy above the lowest of the compared OMol25 structures with the same formula, charge and spin comes out at 54.61 kcal/mol. The strongest force on any atom comes out at 2.85 eV/A. As for the total energy: -30127.4460 eV. For the LUMO energy, the calculation gives 0.0157 hartree.

Löwdin atomic charge list, values in e, 5 entries:
1 C -0.463
2 C -0.481
3 C -0.382
4 C -0.806
5 C -0.160